Here is the molecule C5H10O2 from the Open Molecules 2025 dataset. Energies are from ωB97M-V/def2-TZVPD.

## Properties
* E_HOMO (alpha / beta): -8.49 / -8.49 eV
* multiplicity: 1
* gap between HOMO and LUMO (alpha / beta): 7.39 / 7.39 eV
* lowest unoccupied orbital energy (alpha / beta): -1.103 / -1.104 eV
* ΔE to the lowest compared entry with this formula, charge and spin: 462.01 kJ/mol
* E: -9438.255 eV
* net charge: 0

Structure (XYZ):
```
17
Properties=species:S:1:pos:R:3:forces:R:3:lowdin_charge:R:1
C 2.44794 -1.27114 -0.51358 0.010 -0.006 -0.058 -0.075
C 1.25718 -0.85881 0.33859 0.115 -0.177 0.150 -0.288
O 0.64073 0.29575 -0.22115 -0.015 0.086 -0.002 -0.105
C -1.36593 0.57416 0.43934 -0.143 0.124 0.060 0.111
C -2.13685 1.81421 0.60967 0.206 0.030 -0.044 -0.029
C -0.76573 0.05708 -0.78806 -0.267 0.211 0.019 -0.600
O -1.19068 -1.14549 -0.94908 0.032 -0.006 -0.086 -0.072
H 3.16581 -0.45005 -0.60959 -0.109 -0.107 0.032 0.074
H 2.95866 -2.12931 -0.06060 -0.085 0.126 -0.058 0.075
H 2.11036 -1.55568 -1.51448 0.044 0.029 0.133 0.080
H 0.52521 -1.67527 0.37462 0.102 0.112 0.011 0.111
H 1.58352 -0.61100 1.35684 -0.058 -0.029 -0.131 0.114
H -1.31231 -0.13889 1.25928 0.064 0.040 -0.096 0.144
H -3.18905 1.55045 0.41336 0.114 -0.051 0.011 0.121
H -2.09280 2.20633 1.62952 -0.008 -0.105 -0.138 0.093
H -1.84827 2.57364 -0.12199 -0.046 -0.121 0.080 0.097
H -0.78779 0.76404 -1.64269 0.043 -0.157 0.119 0.150
```
Forces are in eV/Å.



Here is C5H10O2 as an isolated structure from the Open Molecules 2025 dataset. Energies are from ωB97M-V/def2-TZVPD.

## Properties
* E_HOMO: -6.55 eV
* multiplicity: 1
* gap between HOMO and LUMO: 6.95 eV
* lowest unoccupied orbital energy: 0.396 eV
* ΔE to the lowest compared entry with this formula, charge and spin: 716.38 kJ/mol
* E: -9435.618 eV
* net charge: 0

Structure (XYZ):
```
17
Properties=species:S:1:pos:R:3:forces:R:3:lowdin_charge:R:1
C 2.27279 0.99194 -0.54232 0.250 0.009 -0.091 -0.084
O 0.95682 1.08107 -0.03586 -0.112 0.052 0.030 -0.130
C 0.24480 -0.10551 -0.22770 -0.093 -0.144 -0.074 -0.285
C 0.46384 -1.18262 0.86198 0.287 -0.172 0.016 -0.032
O -0.82890 -0.78380 1.45201 -0.254 0.068 -0.145 0.073
C -1.10985 -0.01573 0.43920 -0.177 0.382 0.174 -0.384
C -2.33096 0.63534 0.16342 0.243 0.004 0.209 -0.037
H 2.85653 0.22184 -0.01635 -0.086 0.115 -0.074 0.093
H 2.26731 0.75962 -1.61663 -0.011 0.036 0.151 0.097
H 2.74007 1.96491 -0.38285 -0.043 -0.149 -0.027 0.095
H 0.22311 -0.45824 -1.26179 0.001 0.040 0.144 0.129
H 1.26596 -1.00298 1.57853 -0.085 -0.020 -0.111 0.131
H 0.38669 -2.21286 0.51922 0.047 0.130 0.031 0.117
H -1.69806 -1.61306 -0.89455 -0.140 -0.004 -0.040 -0.021
H -2.25955 1.55341 -0.41555 0.019 -0.188 0.034 0.097
H -2.36208 -0.41387 -0.56198 0.049 -0.144 -0.098 0.046
H -3.08851 0.58053 0.94122 0.104 -0.013 -0.131 0.095
```
Forces are in eV/Å.



Here is a 2-piece molecular cluster, C5H10O2 overall in a non-equilibrium geometry from the Open Molecules 2025 dataset. Energies are from ωB97M-V/def2-TZVPD.

## Properties
* E_HOMO (alpha / beta): -6.88 / -9.08 eV
* multiplicity: 1
* gap between HOMO and LUMO (alpha / beta): 6.80 / 9.92 eV
* lowest unoccupied orbital energy (alpha / beta): -0.081 / 0.839 eV
* ΔE to the lowest compared entry with this formula, charge and spin: 618.92 kJ/mol
* E: -9436.628 eV
* net charge: 0

Structure (XYZ):
```
17
Properties=species:S:1:pos:R:3:forces:R:3:lowdin_charge:R:1
C -2.02445 0.73730 -0.19509 0.005 -0.048 -0.009 -0.034
C -0.88516 -0.18576 0.19777 0.248 0.329 0.270 -0.348
O -0.56460 -1.00592 -0.91567 -0.066 -0.356 -0.272 -0.103
C 0.74941 -1.52665 -0.74237 0.232 0.158 -0.227 -0.163
C 1.47905 -0.53591 0.19637 1.051 0.758 0.000 -0.174
C 0.44985 0.45717 0.53297 -1.937 -1.483 0.539 -0.300
O 0.53153 1.78276 0.57030 0.108 1.217 -0.373 0.015
H -2.88505 0.13399 -0.49260 0.087 0.088 0.039 0.090
H -1.75116 1.35493 -1.05909 -0.015 -0.050 0.104 0.093
H -2.33382 1.37505 0.64040 0.056 -0.085 -0.097 0.092
H -1.20053 -0.80977 1.05349 -0.036 -0.047 -0.157 0.154
H 1.21245 -1.59746 -1.73023 -0.075 -0.015 0.127 0.120
H 0.70469 -2.53287 -0.30275 0.011 0.178 0.003 0.119
H 1.91404 -1.05980 1.04664 -0.183 -0.061 0.147 0.099
H 2.34715 0.12837 -0.10752 -0.374 -0.876 -0.622 0.076
H 2.55150 1.13403 1.10688 0.487 0.352 0.347 0.165
H -0.29490 2.15055 0.20050 0.401 -0.058 0.181 0.100
```
Forces are in eV/Å.



Here is a 2-piece molecular cluster, C5H10O2 overall from the Open Molecules 2025 dataset. Energies are from ωB97M-V/def2-TZVPD.

## Properties
* E_HOMO: -9.89 eV
* multiplicity: 1
* structure (SMILES): C=CCO.CC=O
* gap between HOMO and LUMO: 10.78 eV
* lowest unoccupied orbital energy: 0.884 eV
* ΔE to the lowest compared entry with this formula, charge and spin: 214.23 kJ/mol
* E: -9440.823 eV
* net charge: 0

Structure (XYZ):
```
17
Properties=species:S:1:pos:R:3:forces:R:3:lowdin_charge:R:1
C -0.78784 -0.60369 1.59455 -0.092 0.014 -0.100 -0.022
C -1.51441 -0.75083 0.48970 0.058 0.000 0.152 -0.166
C -1.99516 0.38084 -0.38179 -0.102 0.064 0.345 -0.288
O -1.81132 0.11635 -1.75412 0.225 0.026 -0.134 -0.076
H -0.49304 -1.44973 2.21052 -0.059 0.099 -0.119 0.057
H -0.47709 0.38275 1.93846 -0.081 -0.118 -0.071 0.061
H -1.81560 -1.74532 0.15940 0.042 0.117 0.048 0.108
H -3.07339 0.51613 -0.23306 0.122 -0.040 -0.009 0.120
H -1.50408 1.31745 -0.07724 -0.071 -0.123 -0.054 0.117
H -0.87609 0.29088 -1.94775 -0.119 -0.030 -0.034 0.048
C 2.48178 0.38593 0.38352 0.038 0.065 0.007 -0.043
C 1.51193 0.00984 -0.69953 -0.111 0.257 -0.134 -0.301
O 0.95646 0.81843 -1.41386 0.281 -0.360 0.301 0.023
H 3.26156 -0.37064 0.50920 -0.110 0.082 -0.075 0.080
H 1.92133 0.43512 1.32524 0.068 -0.042 -0.115 0.072
H 2.91916 1.36742 0.18961 -0.078 -0.117 0.001 0.086
H 1.29374 -1.06987 -0.80588 -0.011 0.105 -0.008 0.125
```
Forces are in eV/Å.



Here is C5H10O2 as an isolated structure from the Open Molecules 2025 dataset. Energies are from ωB97M-V/def2-TZVPD.

## Properties
* E_HOMO: -7.64 eV
* multiplicity: 1
* gap between HOMO and LUMO: 7.99 eV
* lowest unoccupied orbital energy: 0.351 eV
* ΔE to the lowest compared entry with this formula, charge and spin: 622.68 kJ/mol
* E: -9436.589 eV
* net charge: 0

Structure (XYZ):
```
17
Properties=species:S:1:pos:R:3:forces:R:3:lowdin_charge:R:1
C 1.29882 -1.25403 -0.22658 0.161 0.211 0.010 -0.053
C 0.54264 -0.36853 0.56712 0.060 -0.334 0.005 -0.337
C 0.33422 1.25795 0.45198 0.108 0.199 0.288 -0.303
O 0.71319 1.82333 -0.75356 -0.095 -0.107 -0.167 0.007
C -1.17860 1.15240 0.68684 -0.136 0.066 0.046 -0.039
C -0.92980 -0.22017 0.10496 -0.002 0.080 -0.085 -0.320
O -1.10428 -0.17445 -1.24212 -0.020 -0.258 0.081 -0.002
H -0.22030 -2.29424 -0.09615 -0.215 0.009 0.034 0.083
H 2.07570 -1.86850 0.21538 -0.113 0.121 -0.045 0.053
H 1.40561 -1.06013 -1.29305 -0.045 -0.069 0.109 0.060
H 0.56671 -0.59077 1.63770 0.000 0.081 -0.154 0.150
H 0.91850 1.71893 1.24812 -0.109 -0.106 -0.083 0.156
H 0.18394 1.40272 -1.45188 0.135 0.121 0.065 0.095
H -1.46027 1.13819 1.74041 0.078 -0.002 -0.154 0.122
H -1.80885 1.81963 0.10054 0.107 -0.069 0.069 0.126
H -0.99012 -2.04016 0.16834 0.099 -0.054 -0.051 0.097
H -0.72451 -1.00142 -1.59842 -0.014 0.112 0.034 0.105
```
Forces are in eV/Å.



Here is a 2-piece molecular cluster, C5H10O2 overall in a non-equilibrium geometry from the Open Molecules 2025 dataset. Energies are from ωB97M-V/def2-TZVPD.

## Properties
* E_HOMO: -7.63 eV
* multiplicity: 1
* gap between HOMO and LUMO: 4.49 eV
* lowest unoccupied orbital energy: -3.149 eV
* ΔE to the lowest compared entry with this formula, charge and spin: 806.64 kJ/mol
* E: -9434.683 eV
* net charge: 0

Structure (XYZ):
```
17
Properties=species:S:1:pos:R:3:forces:R:3:lowdin_charge:R:1
C -0.22719 1.29015 1.10896 0.448 -2.596 2.133 -0.257
O 0.88066 0.53892 1.69466 -2.063 0.523 -2.838 -0.024
C -1.58794 0.64281 0.88302 2.304 -0.142 0.117 -0.144
C -1.49403 -0.33588 -0.37657 -1.289 -0.498 0.131 -0.193
C -0.21300 -1.00336 -0.62640 -0.665 -1.002 0.944 -0.135
C 0.82788 -0.62370 -1.43207 3.556 1.448 -1.757 -0.375
O 1.99779 -1.13791 -1.42161 -2.630 1.021 -0.234 -0.066
H -0.34474 2.18265 1.64245 0.401 1.445 0.549 0.101
H 0.03836 1.54412 -0.05119 0.303 1.712 -0.814 0.032
H 1.06736 -0.19391 1.02192 -0.275 0.641 0.982 0.104
H -1.99052 0.17190 1.78501 0.550 -0.485 -0.242 0.125
H -2.19310 1.51442 0.76896 -0.840 0.467 -0.833 0.098
H -2.25340 -1.09141 -0.17937 0.012 -0.158 -0.045 0.104
H -1.89099 0.20059 -1.24747 0.486 0.320 -0.014 0.118
H 0.00408 -2.01527 -0.27914 -0.579 0.102 0.431 0.125
H 0.62891 0.27387 -2.16874 0.173 -1.103 0.879 0.124
H 0.07208 2.38490 -0.81845 0.108 -1.697 0.610 0.261
```
Forces are in eV/Å.



Here is a 2-piece molecular cluster, C5H10O2 overall in a non-equilibrium geometry from the Open Molecules 2025 dataset. Energies are from ωB97M-V/def2-TZVPD.

## Properties
* E_HOMO: -9.01 eV
* multiplicity: 1
* structure (SMILES): C1OC[C@H]2C[C@@H]12.O
* gap between HOMO and LUMO: 9.90 eV
* lowest unoccupied orbital energy: 0.894 eV
* ΔE to the lowest compared entry with this formula, charge and spin: 392.03 kJ/mol
* E: -9438.980 eV
* net charge: 0

Structure (XYZ):
```
17
Properties=species:S:1:pos:R:3:forces:R:3:lowdin_charge:R:1
C 0.17312 -0.77190 -1.33016 -0.188 0.066 0.239 -0.176
O 0.40812 0.58664 -1.64504 0.088 0.149 -0.087 -0.129
C 1.30285 1.08351 -0.66182 0.514 0.371 -0.025 -0.171
C 0.90450 0.43695 0.63125 0.859 0.421 -0.058 -0.318
C -0.46630 0.64313 1.02951 0.654 -0.542 -0.449 0.006
C 0.18115 -0.80556 0.20887 0.372 0.823 0.229 -0.137
H -0.74848 -1.08053 -1.84151 0.089 0.155 0.299 0.125
H 0.98671 -1.40657 -1.74453 -0.210 0.144 0.424 0.128
H 1.19368 2.16742 -0.64225 0.179 0.021 -0.127 0.131
H 2.33596 0.79006 -0.87098 0.101 0.170 -0.315 0.126
H 1.60482 0.30781 1.44181 0.477 0.227 -0.130 0.146
H -1.10788 1.30345 0.42883 0.424 -0.698 -0.110 0.125
H -0.75537 0.69966 2.08844 0.325 -0.774 -0.656 0.117
H 0.55138 -1.75201 0.63914 -0.793 0.622 0.320 0.144
O -2.30696 -0.79917 1.13433 -1.177 -1.228 -0.262 -0.129
H -2.82878 -0.39581 0.43276 -0.133 -0.168 0.041 0.039
H -1.42851 -1.00707 0.70135 -1.581 0.239 0.667 -0.027
```
Forces are in eV/Å.